Record 1
Here is C5H11N2S as an isolated structure from the Open Molecules 2025 dataset. Energies are from ωB97M-V/def2-TZVPD.

Structure (XYZ):
```
19
Properties=species:S:1:pos:R:3:lowdin_charge:R:1
C -0.0821 -0.7032 0.1512 -0.19
C 1.8776 -0.2978 -0.2991 -0.66
C 2.6633 -1.5035 -0.3399 -0.17
C -2.3267 0.5216 0.8384 0.01
C -0.7793 0.6192 0.4577 -0.31
N -0.3040 -1.8983 0.0238 0.19
N -0.7164 1.6113 -0.6570 0.15
S 2.4142 1.1720 -0.5992 0.81
H 2.1128 -2.3319 -0.0349 0.04
H 3.5863 -1.4081 0.3181 0.13
H 3.0845 -1.7256 -1.3473 0.12
H -2.8643 0.2090 0.0064 0.06
H -2.6024 1.5571 0.9269 0.08
H -2.5455 -0.0659 1.7211 0.10
H -0.1877 1.0573 1.2426 0.14
H -1.2094 -2.2781 0.2920 0.10
H 0.3727 1.9071 -0.7520 0.08
H -1.3062 2.3960 -0.4655 0.14
H -1.1875 1.1619 -1.4834 0.19
```

Calculated values
Energy in Ha: -704.46030
LUMO energy in eV: -4.03
HOMO energy in eV: -12.322
HOMO-LUMO gap in Ha: 0.30484
Energy relative to the best compared isomer or geometry (same formula, charge and spin) in kJ/mol: 342.0
Net charge: +1

***

Record 2
Here is C34H40N5O7Re as an isolated structure from the Open Molecules 2025 dataset. Energies are from ωB97M-V/def2-TZVPD.

Structure (XYZ):
```
87
Properties=species:S:1:pos:R:3:lowdin_charge:R:1
Re -0.2737 0.8228 -0.0039 1.65
C 1.0005 -2.2866 1.0282 0.01
C -0.0949 -2.4846 0.1661 -0.07
C 0.0798 -1.6137 -0.9914 -0.15
C 1.1937 -0.7504 -0.6412 -0.26
C 1.8662 -1.3360 0.5118 -0.15
C 3.3367 -1.2066 0.8166 -0.53
C 3.7303 -2.1176 1.9822 -0.04
C 4.0873 -1.6746 -0.4506 -0.02
C 3.7864 0.2285 1.1188 -0.04
C -0.1425 -1.8764 -2.4874 -0.51
C -1.4466 -2.5497 -2.9315 -0.04
C -0.0154 -0.6042 -3.3353 -0.05
C 1.0163 -2.8346 -2.8629 -0.01
C -1.1138 -3.5576 0.5032 -0.51
C -2.5452 -3.2470 0.0434 -0.02
C -1.1858 -3.7670 2.0288 -0.05
C -0.6148 -4.8831 -0.1119 -0.02
H 1.1659 -2.8324 1.9426 0.11
H 1.8247 -0.3257 -1.4130 0.11
H 3.5137 -3.1617 1.7529 0.09
H 3.2040 -1.8331 2.8956 0.09
H 4.8001 -2.0329 2.1731 0.09
H 3.7184 -2.6415 -0.7963 0.09
H 5.1474 -1.7794 -0.2181 0.10
H 3.9908 -0.9487 -1.2580 0.09
H 3.4609 0.5312 2.1134 0.06
H 3.4006 0.9277 0.3737 0.09
H 4.8749 0.2799 1.0890 0.10
H -2.3206 -1.9363 -2.7062 0.07
H -1.5800 -3.5440 -2.5130 0.07
H -1.4105 -2.6630 -4.0154 0.10
H -0.8369 0.0851 -3.1325 0.07
H -0.0647 -0.8795 -4.3889 0.10
H 0.9210 -0.0720 -3.1876 0.08
H 0.9685 -3.7507 -2.2732 0.08
H 1.9841 -2.3665 -2.6850 0.08
H 0.9497 -3.1045 -3.9179 0.10
H -3.0687 -2.6768 0.8099 0.06
H -3.0926 -4.1784 -0.1063 0.11
H -2.5798 -2.6782 -0.8743 0.04
H -1.3282 -2.8154 2.5447 0.07
H -0.2941 -4.2523 2.4244 0.09
H -2.0343 -4.4136 2.2547 0.10
H -0.6720 -4.8787 -1.1987 0.07
H -1.2250 -5.7080 0.2581 0.10
H 0.4212 -5.0708 0.1751 0.10
O 0.9050 3.6258 -2.6732 0.14
C 0.1406 3.1561 -1.8760 -0.50
O 0.1468 1.8480 -1.5858 -0.21
C -0.8908 3.9993 -1.1868 -0.04
C -1.1558 5.2373 -1.7393 0.09
C -2.0843 6.0785 -1.1510 -0.11
C -2.8053 5.6801 -0.0446 0.10
C -2.5592 4.4455 0.5210 -0.04
C -1.5319 3.5913 0.0106 -0.23
O -1.1853 2.5290 0.6790 -0.19
N -3.4177 4.0274 1.6236 -0.33
O -4.1571 4.8642 2.1016 0.10
O -3.3927 2.8616 1.9978 0.06
N -2.3300 7.4036 -1.7260 -0.35
O -1.6846 7.7112 -2.7075 0.10
O -3.1581 8.1040 -1.1776 0.09
H -0.6218 5.5507 -2.6253 0.14
H -3.5606 6.3309 0.3709 0.14
N -1.9399 -0.2157 2.8071 0.16
C -2.7053 -0.2126 1.6648 -0.29
C -4.0721 -0.4825 1.8111 0.00
C -4.8881 -0.5003 0.7093 -0.01
C -4.3208 -0.2716 -0.5449 -0.03
C -2.9776 -0.0303 -0.6145 -0.12
N -2.1597 0.0039 0.4642 -0.03
C -0.7448 0.4169 3.0671 -0.25
C -0.4666 0.7294 4.4026 0.02
C 0.6470 1.4658 4.7167 -0.02
C 1.4896 1.8717 3.6837 -0.03
C 1.1788 1.4848 2.4083 -0.13
N 0.0963 0.7410 2.0775 -0.03
H -2.4820 -0.3740 3.6405 0.15
H -4.4738 -0.6433 2.8025 0.13
H -5.9485 -0.6802 0.8173 0.13
H -4.9159 -0.2867 -1.4457 0.12
H -2.4958 0.1507 -1.5669 0.11
H -1.1602 0.4206 5.1735 0.13
H 0.8408 1.7600 5.7389 0.13
H 2.3623 2.4792 3.8706 0.12
H 1.8019 1.7939 1.5832 0.10
```

Calculated values
Energy in Ha: -2197.93572
LUMO energy (alpha / beta) in eV: -4.50 / -4.74
HOMO energy (alpha / beta) in eV: -11.081 / -11.040
HOMO-LUMO gap (alpha / beta) in Ha: 0.24185 / 0.23169
Energy relative to the best compared isomer or geometry (same formula, charge and spin) in kJ/mol: 121.3
<S²>: 1.1017
Net charge: +1
Multiplicity: 2

***

Record 3
Here is C4H17Cd2O6 as an isolated structure from the Open Molecules 2025 dataset. Energies are from ωB97M-V/def2-TZVPD.

Structure (XYZ):
```
29
Properties=species:S:1:pos:R:3:lowdin_charge:R:1
Cd -2.4957 -1.6929 -0.0984 1.46
Cd -2.0156 0.1390 2.2745 1.46
C -0.9084 -0.7746 -3.0687 -0.06
C -0.3879 -2.0736 -2.4786 -0.27
O -1.2721 -2.6220 -1.5629 -0.10
H -1.0575 0.1183 -2.4616 0.05
H -1.8327 -0.9267 -3.6261 0.10
H -0.2482 -0.4483 -3.8722 0.10
H 0.5566 -1.9252 -1.9551 0.16
H -0.2059 -2.8738 -3.1959 0.16
O -1.0510 -0.1576 0.4817 -0.57
H -0.2325 0.0907 0.0097 0.00
O -2.9304 -1.6049 1.8873 -0.54
H -3.8973 -1.6415 2.0227 0.01
O -0.6472 1.6603 2.6541 -0.10
H 0.1166 1.1510 2.3829 0.00
H -0.2844 2.4896 2.9652 0.11
O -2.1210 2.0166 -1.0011 -0.05
H -1.6354 1.3479 -0.5180 -0.06
H -2.7239 1.5215 -1.5558 0.03
C 2.9083 0.6800 0.3703 -0.09
C 3.0491 1.1147 1.8063 -0.22
O 1.9151 0.4267 2.3468 -0.14
H 3.8272 0.5191 -0.1936 0.09
H 2.3146 1.3538 -0.2474 0.08
H 2.3918 -0.2746 0.2703 0.06
H 2.9270 2.1906 1.9319 0.13
H 3.9556 0.7110 2.2574 0.13
H 1.9852 -0.5150 2.1742 0.09
```

Calculated values
Energy in Ha: -948.77409
LUMO energy (alpha / beta) in eV: -8.93 / -10.55
HOMO energy (alpha / beta) in eV: -16.521 / -16.521
HOMO-LUMO gap (alpha / beta) in Ha: 0.27889 / 0.21948
<S²>: 0.7549
Net charge: +2
Multiplicity: 2

***

Record 4
Here is C39H43Cl2N5O8SiTi as an isolated structure from the Open Molecules 2025 dataset. Energies are from ωB97M-V/def2-TZVPD.

Structure (XYZ):
```
99
Properties=species:S:1:pos:R:3:lowdin_charge:R:1
Ti 0.3792 -0.8064 0.5819 1.03
Cl 3.3315 -1.9584 7.1898 0.62
C 2.4288 -1.4925 5.7708 -0.69
C 1.4762 -0.4882 5.8851 -0.16
C 0.7698 -0.1218 4.7466 -0.57
Cl -0.4777 1.0806 4.9179 0.72
C 0.9664 -0.6962 3.4820 -0.34
O 0.2922 -0.3154 2.4364 -0.19
C 1.9468 -1.7571 3.4196 -0.14
C 2.1646 -2.4042 2.1973 -0.14
O 1.5657 -2.0748 1.0862 -0.25
C 2.6655 -2.1268 4.5788 -0.08
H 1.2780 -0.0078 6.8310 0.09
H 2.8786 -3.2278 2.1476 0.12
H 3.4006 -2.9178 4.5083 0.11
C 2.3657 3.0445 3.2546 0.01
C 2.8665 2.4194 2.0034 -0.33
N 2.2827 1.4879 1.2917 0.20
C 3.0886 1.2661 0.2168 -0.11
C 4.1994 2.0821 0.2781 -0.08
N 4.0305 2.8070 1.4234 0.18
C 5.4080 2.2965 -0.5373 -0.50
O 5.5360 1.5669 -1.6205 0.13
O 6.2304 3.1202 -0.1899 0.08
C 2.7065 0.3091 -0.8366 -0.48
O 3.4531 0.1368 -1.8054 0.08
O 1.5812 -0.2910 -0.7012 -0.14
H 1.5206 2.4828 3.6383 0.04
H 2.0410 4.0685 3.0554 0.08
H 3.1513 3.0790 4.0111 0.08
H 4.7041 3.4857 1.7401 0.17
H 4.7285 0.9721 -1.7550 0.05
N -0.2210 4.3919 -1.2081 0.12
C 0.0124 3.4729 -2.2294 -0.30
C 0.0729 3.9767 -3.5387 -0.03
C 0.2709 3.0938 -4.5789 -0.09
C 0.4028 1.7413 -4.2979 -0.06
C 0.3561 1.3481 -2.9716 -0.13
N 0.1707 2.1866 -1.9544 0.16
C -0.5379 4.2008 0.1324 -0.30
C -0.7496 5.3467 0.9170 -0.03
C -1.0987 5.1791 2.2401 -0.09
C -1.2276 3.8944 2.7506 -0.09
C -0.9720 2.8306 1.8998 -0.14
N -0.6402 2.9756 0.6207 0.15
H -0.2471 5.3489 -1.5089 0.12
H -0.0379 5.0395 -3.7205 0.10
H 0.3095 3.4570 -5.5982 0.10
H 0.5474 1.0148 -5.0854 0.10
H 0.4809 0.3116 -2.6916 0.08
H -0.6428 6.3370 0.4891 0.10
H -1.2600 6.0452 2.8705 0.10
H -1.4956 3.7264 3.7838 0.08
H -1.0201 1.8078 2.2527 0.07
C -1.0050 -4.2433 0.1038 -0.20
Si -0.4591 -2.7676 -1.0186 0.83
C -2.0672 -2.5280 -2.1733 -0.61
C -2.0264 -1.1777 -2.8985 -0.11
C -2.2381 -3.6287 -3.2235 -0.11
C -3.3258 -2.5628 -1.2987 -0.10
C 0.9719 -3.5718 -2.1335 -0.62
C 2.2144 -3.7548 -1.2500 -0.12
C 1.3654 -2.6460 -3.2908 -0.10
C 0.6227 -4.9565 -2.6987 -0.11
H -1.5810 -5.0016 -0.4327 0.02
H -1.6243 -3.8520 0.9126 0.01
H -0.1411 -4.7328 0.5595 0.02
H -1.1993 -1.1375 -3.6104 0.06
H -1.9051 -0.3575 -2.1917 0.05
H -2.9561 -1.0155 -3.4594 0.08
H -1.4576 -3.5835 -3.9836 0.06
H -3.2028 -3.5078 -3.7318 0.08
H -2.2213 -4.6190 -2.7630 0.07
H -3.2944 -1.8113 -0.5211 0.05
H -3.4433 -3.5344 -0.8154 0.07
H -4.2158 -2.3703 -1.9106 0.08
H 2.5448 -2.8045 -0.8383 0.06
H 3.0365 -4.1758 -1.8416 0.08
H 2.0059 -4.4346 -0.4199 0.07
H 1.7290 -1.6890 -2.9118 0.05
H 0.5226 -2.4654 -3.9630 0.06
H 2.1727 -3.0976 -3.8806 0.08
H 0.1426 -5.5857 -1.9467 0.07
H 1.5410 -5.4582 -3.0253 0.08
H -0.0363 -4.8857 -3.5623 0.05
O -1.7287 -1.3319 1.4224 -0.02
C -1.9996 -0.3005 0.7787 -0.62
O -1.1343 0.2135 -0.0079 -0.13
C -3.3496 0.3288 0.8653 -0.14
C -4.3095 -0.2200 1.7081 -0.01
C -5.5797 0.3275 1.7600 -0.08
C -5.8906 1.4302 0.9735 -0.09
C -4.9293 1.9826 0.1380 -0.08
C -3.6577 1.4351 0.0810 -0.01
H -4.0353 -1.0812 2.3034 0.12
H -6.3315 -0.1109 2.4040 0.10
H -6.8861 1.8550 1.0132 0.10
H -5.1821 2.8367 -0.4781 0.10
H -2.8889 1.8466 -0.5615 0.11
```

Calculated values
Energy in Ha: -4447.32165
LUMO energy (alpha / beta) in eV: 2.24 / 2.23
HOMO energy (alpha / beta) in eV: -3.413 / -4.927
HOMO-LUMO gap (alpha / beta) in Ha: 0.20760 / 0.26318
Energy relative to the best compared isomer or geometry (same formula, charge and spin) in kJ/mol: 51.7
<S²>: 0.7868
Net charge: -1
Multiplicity: 2